# 1
66
Properties=species:S:1:pos:R:3:forces:R:3 method="wB97M-V/def2-TZVPD" gap_ev="7.004 / 7.197" multiplicity=4 total_charge=+1 homo_energy_ev="-9.0 / -11.0" s_squared=3.76 lumo_energy_ev="-1.99 / -3.85" de_lowest_kj_mol=0.00
C 1.19453 -2.13209 0.72731 0.7 -1.6 -0.3
C 1.66834 -1.40125 -0.41163 1.2 -0.4 -0.2
C 0.67366 -1.47629 -1.44487 0.8 -1.6 -1.1
C -0.40942 -2.28587 -0.95814 0.4 -2.4 -1.0
C -0.11087 -2.65491 0.41078 1.0 -2.5 -0.3
Re -0.21587 -0.61412 0.25232 -3.8 7.0 2.8
C -2.02310 1.43710 -1.55491 0.3 0.1 0.1
C -1.92248 0.79172 -0.15631 0.0 -0.1 0.0
H -1.90172 1.53185 0.65671 0.0 -0.3 -0.2
C -2.35794 -0.53228 0.17562 -1.0 0.6 0.2
H -2.90946 -1.11037 -0.57364 0.4 0.1 0.3
H -2.68951 -0.74111 1.20515 -0.1 0.2 -0.5
C -2.95520 2.65886 -1.51834 -0.1 0.2 0.2
H -2.57301 3.44860 -0.86392 0.0 -0.1 0.0
H -3.06324 3.07945 -2.52536 0.0 0.0 0.2
H -3.95160 2.36628 -1.16860 0.1 0.0 0.0
C -2.61310 0.48359 -2.59890 0.1 -0.2 -0.1
H -2.00032 -0.41307 -2.74247 -0.1 0.2 0.1
H -3.62103 0.17349 -2.29665 0.2 0.0 -0.1
H -2.69841 0.98071 -3.57282 0.0 -0.1 0.3
C 3.03158 -0.80833 -0.55942 0.3 0.0 0.0
H 3.29840 -0.17838 0.29859 0.0 -0.1 -0.1
H 3.78591 -1.60720 -0.62870 -0.1 0.2 0.0
H 3.09498 -0.19339 -1.46224 0.0 -0.1 0.2
C 0.89632 -1.06954 -2.87080 -0.1 0.2 -0.1
H 1.45024 -0.12790 -2.91658 -0.1 -0.1 -0.1
H 1.48060 -1.84195 -3.39422 -0.2 0.2 0.2
H -0.04776 -0.94042 -3.40902 0.2 0.0 0.1
C -1.45442 -2.93016 -1.82444 -0.2 0.0 0.0
H -1.52029 -2.43209 -2.79813 -0.1 -0.1 0.3
H -1.18202 -3.97931 -2.02098 0.0 0.3 0.1
H -2.44233 -2.92789 -1.35162 0.2 -0.1 -0.2
C -0.94325 -3.52831 1.30487 -0.1 -0.1 0.0
H -1.98889 -3.56196 0.97163 0.3 0.0 0.1
H -0.54048 -4.55182 1.29777 -0.2 0.2 0.0
H -0.92770 -3.17143 2.34442 0.0 -0.1 -0.3
C 1.96062 -2.36969 1.98977 0.1 0.2 0.2
H 1.29343 -2.49570 2.84989 0.1 0.0 -0.1
H 2.58303 -3.27284 1.90844 -0.2 0.2 -0.1
H 2.63479 -1.53177 2.20007 -0.1 -0.1 0.0
C 0.42855 1.96434 -1.05914 0.4 -0.1 0.3
C -0.61901 1.91369 -1.97930 -0.5 0.1 -0.2
C 1.73150 2.27479 -1.45897 -0.2 0.3 -0.1
C -0.38416 2.32768 -3.29508 0.5 0.0 0.1
H 0.23490 1.74062 0.00960 0.1 0.5 -0.9
C 1.97728 2.61905 -2.78777 0.0 0.0 0.0
H 2.53147 2.28099 -0.71029 -0.2 0.1 -0.4
C 0.91292 2.66550 -3.70031 -0.2 0.0 0.3
H -1.21260 2.39050 -4.00561 0.4 -0.1 0.2
H 2.99083 2.87835 -3.10464 -0.4 -0.1 0.0
H 1.08508 2.97620 -4.72990 0.0 -0.1 0.2
C 2.86823 1.97562 4.14647 0.4 0.3 0.2
C 1.61594 1.39552 3.62710 -0.6 -0.3 0.0
C 0.45926 0.97376 4.27274 0.1 0.0 0.1
C -0.38471 0.43246 3.30419 1.6 0.5 -0.8
N 0.23452 0.52386 2.08960 -0.1 -0.2 0.1
N 1.44469 1.12468 2.32836 -0.3 -0.2 0.1
C -1.70165 -0.19095 3.51602 -0.6 -0.3 0.2
H 2.66354 2.92557 4.65050 0.1 -0.1 -0.1
H 3.31818 1.29853 4.88110 0.0 0.1 -0.2
H 3.58643 2.14771 3.33653 -0.1 0.0 0.2
H 0.25421 1.01758 5.32875 0.0 0.1 0.0
H 2.11942 1.33734 1.59294 -0.6 -0.3 0.1
H -1.72339 -1.22698 3.14294 0.0 0.4 0.1
H -1.90685 -0.22244 4.59433 0.0 0.0 -0.3
H -2.50757 0.38584 3.03917 0.2 -0.2 0.1

# 2
73
Properties=species:S:1:pos:R:3:forces:R:3 method="wB97M-V/def2-TZVPD" gap_ev=6.293 multiplicity=1 total_charge=+1 homo_energy_ev=-10.8 lumo_energy_ev=-4.48 de_lowest_kj_mol=127.77
Pd -0.30428 -0.35713 1.59986 -0.7 -0.7 0.3
C -1.30036 2.67423 -0.51687 0.1 0.1 0.1
As -0.85905 0.78619 -0.46775 0.0 0.0 -0.4
C -2.65865 0.19479 -0.92120 0.0 0.0 0.0
C -0.00187 0.52699 -2.21926 0.1 -0.1 0.0
C 1.40741 1.02373 -2.60403 0.0 0.1 0.1
C 1.69129 2.40775 -2.01814 0.0 0.0 0.0
C 2.58844 0.07554 -2.28945 0.0 0.0 0.0
As 3.40153 -0.55930 -0.58983 0.0 0.0 0.1
C 2.15850 -2.03528 -0.25511 0.0 -0.1 0.0
C 2.79127 0.62571 0.86167 0.0 0.0 0.0
C 1.43790 1.10802 -4.15634 0.0 0.1 0.0
As 0.19610 2.05532 -5.39638 0.0 -0.1 0.0
C -0.60563 3.53105 -4.37929 0.0 0.0 0.0
C -1.36819 0.85687 -5.35790 0.0 0.0 0.0
H -1.75109 2.86956 -1.48786 0.0 0.0 0.0
H -0.43293 3.31651 -0.38035 -0.1 -0.1 0.0
H -2.04068 2.87798 0.25455 0.0 0.0 0.0
H -2.97101 0.69759 -1.83643 0.0 0.0 0.0
H -3.32779 0.47953 -0.10976 0.0 0.0 0.0
H -2.73271 -0.87735 -1.05845 0.0 0.0 0.0
H -0.70754 1.07699 -2.84301 -0.1 -0.1 0.0
H -0.12378 -0.53075 -2.47280 0.1 0.0 0.0
H 1.70362 2.38728 -0.92811 0.0 0.0 0.0
H 0.94899 3.13641 -2.33882 0.0 0.0 0.0
H 2.66923 2.76099 -2.34939 0.0 0.0 0.0
H 3.45030 0.51909 -2.79366 0.0 0.0 0.0
H 2.42297 -0.87945 -2.80160 0.0 0.0 0.0
H 2.38077 -2.85250 -0.94199 0.0 0.0 0.0
H 1.13218 -1.72160 -0.40860 -0.1 0.0 0.0
H 2.27594 -2.40212 0.76540 0.0 0.0 0.0
H 3.57873 1.34292 1.09073 0.0 0.0 0.0
H 2.65562 -0.00983 1.74062 0.0 0.0 0.0
H 1.87139 1.17559 0.66823 -0.1 -0.1 0.0
H 1.41725 0.09194 -4.56467 0.0 0.0 0.0
H 2.41315 1.51287 -4.43672 0.0 0.0 0.0
H 0.12449 4.31873 -4.20114 0.0 0.0 0.0
H -1.05386 3.22655 -3.43559 0.0 0.0 0.0
H -1.39095 3.93920 -5.01598 0.0 0.0 0.0
H -1.04108 -0.18047 -5.42976 0.0 0.0 0.0
H -1.97517 1.07801 -6.23479 0.0 0.0 0.0
H -1.99428 0.97779 -4.47361 0.0 0.0 0.0
O -1.51886 -0.22482 5.09168 0.0 0.0 0.1
S -0.18948 -0.49629 4.62616 0.0 0.1 0.0
O 0.80707 -0.92147 5.56113 0.0 0.0 0.0
N -0.20934 -1.42136 3.29718 0.4 0.2 0.1
C -0.80659 -2.67615 3.30533 0.0 0.1 0.0
C -1.01354 -3.48277 4.39614 0.0 0.0 0.1
C -1.54875 -4.77503 4.22167 0.0 0.0 0.0
C -1.86459 -5.25695 2.98233 0.0 0.0 0.0
C -1.67358 -4.43505 1.84826 0.0 0.0 -0.1
C -1.95976 -4.84376 0.53045 0.0 0.0 0.0
C -1.71791 -3.99278 -0.51136 0.0 0.0 0.0
C -1.22576 -2.70936 -0.23977 0.0 0.0 -0.1
N -0.99323 -2.26721 0.97746 0.3 0.3 0.0
C -1.16883 -3.13247 2.02895 -0.1 -0.1 -0.1
C 0.39728 0.95383 3.78926 0.0 0.1 0.1
C -0.49090 1.64055 2.94786 0.1 0.0 0.0
C -0.09760 2.89594 2.45160 -0.1 0.1 -0.1
C 1.13462 3.41530 2.77714 0.0 0.0 0.0
C 2.00952 2.70377 3.60482 0.0 0.0 0.0
C 1.64544 1.47553 4.11756 0.1 -0.1 -0.1
H -0.74420 -3.13761 5.38510 0.0 0.0 0.0
H -1.69300 -5.39626 5.09501 0.0 0.0 0.0
H -2.25499 -6.25679 2.85043 0.0 0.0 0.0
H -2.35326 -5.83786 0.35838 0.0 0.0 0.0
H -1.89668 -4.28376 -1.53614 0.0 0.0 0.0
H -0.99742 -2.04216 -1.05850 0.0 0.0 0.0
H -1.52842 1.31737 2.89472 -0.1 0.1 0.1
H -0.79029 3.49063 1.86387 0.1 -0.1 0.2
H 1.41255 4.39743 2.41881 0.0 0.0 0.0
H 2.96612 3.13332 3.87115 0.0 0.0 0.0
H 2.28816 0.92026 4.78692 0.0 0.0 0.0

# 3
74
Properties=species:S:1:pos:R:3:forces:R:3 method="wB97M-V/def2-TZVPD" gap_ev="9.233 / 5.280" multiplicity=3 total_charge=+2 homo_energy_ev="-14.5 / -14.5" s_squared=2.01 lumo_energy_ev="-5.23 / -9.18"
Au -0.97127 -0.07926 -0.52667 0.1 -0.4 -0.1
C -2.53315 1.21154 2.53907 -0.1 0.0 -0.1
C -3.22260 -0.12504 2.23397 0.1 0.1 -0.1
C -2.29478 -1.32425 2.44848 0.0 0.0 -0.1
C -3.79778 -0.09781 0.85037 0.0 0.1 -0.1
C -5.12533 -0.04827 0.43680 -0.1 -0.1 0.0
C -5.09805 -0.01763 -0.94881 0.0 0.1 0.0
N -3.82483 -0.02203 -1.35629 -0.1 0.0 0.1
N -3.04019 -0.06329 -0.26261 -0.1 -0.1 0.1
B -3.20702 0.00253 -2.77399 0.1 -0.1 0.1
N -2.26440 1.22588 -2.86239 0.1 0.3 -0.2
C -2.22629 2.24453 -3.73328 0.0 0.0 -0.1
C -1.14706 3.05907 -3.43575 0.0 0.1 -0.1
C -0.52021 2.48603 -2.33011 0.0 -0.1 0.0
N -1.22500 1.38981 -2.02163 0.1 -0.2 0.3
C 0.69221 2.92426 -1.56262 -0.1 0.0 0.0
C 1.88243 3.11845 -2.50480 0.0 0.1 0.0
C 0.38205 4.20479 -0.77764 0.0 0.0 -0.2
N -2.33319 -1.26324 -2.90418 0.2 -0.3 -0.1
C -2.36186 -2.24066 -3.81863 -0.1 0.0 -0.1
C -1.37152 -3.15697 -3.53115 0.0 -0.2 -0.1
C -0.71990 -2.69440 -2.38901 -0.2 0.2 0.1
N -1.33462 -1.54534 -2.03821 0.1 0.2 0.3
C 0.42146 -3.35142 -1.66212 0.0 0.1 0.0
C 1.61132 -3.54888 -2.60820 0.0 0.0 0.0
C 0.85600 -2.60834 -0.40997 -0.1 0.1 0.0
H -2.12608 1.21312 3.55069 0.0 0.0 0.0
H -1.70733 1.39190 1.83699 -0.1 0.0 0.1
H -3.22891 2.04555 2.44557 0.0 0.0 0.0
H -4.06901 -0.23367 2.91125 -0.1 0.0 0.0
H -1.40458 -1.26996 1.80310 0.0 0.0 0.0
H -1.93452 -1.35024 3.47674 0.0 0.0 0.0
H -2.79900 -2.26722 2.23458 0.0 0.0 0.0
H -5.99241 -0.04724 1.07730 0.0 0.0 -0.1
H -5.90218 0.01617 -1.66905 0.1 0.0 0.1
H -4.05217 0.03942 -3.61347 0.1 0.0 0.1
H -2.97147 2.32073 -4.51106 0.1 0.0 0.0
H -0.84468 3.95878 -3.94777 -0.1 -0.1 0.0
H 0.93634 2.12551 -0.85418 0.0 0.0 -0.1
H 1.68453 3.92922 -3.20873 0.0 0.0 0.0
H 2.77095 3.38632 -1.93264 0.0 0.0 0.0
H 2.09912 2.21555 -3.07730 0.0 0.0 0.0
H 0.13938 5.02093 -1.46063 0.0 0.0 0.0
H -0.46577 4.07431 -0.09979 0.0 0.0 0.0
H 1.25396 4.50876 -0.19578 0.0 0.1 -0.1
H -3.09552 -2.22194 -4.61042 0.1 0.0 0.0
H -1.14600 -4.06655 -4.06426 0.0 0.1 0.0
H 0.05809 -4.33843 -1.36893 0.0 -0.1 0.0
H 2.03100 -2.58459 -2.90672 0.0 0.0 0.0
H 2.39093 -4.12351 -2.10745 0.0 0.0 0.0
H 1.32259 -4.08807 -3.50982 0.0 0.0 0.0
H 1.25434 -1.62167 -0.66513 0.0 0.0 0.0
H 0.03979 -2.51124 0.31915 0.1 0.0 0.0
H 1.66731 -3.14131 0.08525 0.0 0.0 0.0
C 5.77139 -1.91485 4.35115 -0.1 0.1 0.0
C 4.57076 -1.22514 3.75824 0.1 -0.1 0.1
C 4.52613 -0.89983 2.40301 0.0 0.0 -0.2
C 3.42236 -0.27474 1.84881 0.2 0.0 0.0
C 2.34627 0.01451 2.67417 -0.1 0.0 0.0
C 2.34694 -0.30926 4.02475 0.0 -0.1 0.1
C 3.47047 -0.91864 4.55811 0.0 0.0 0.1
S 0.93756 0.86271 2.06777 0.0 -0.1 0.2
C 1.58646 2.50955 1.86003 0.0 0.0 -0.1
O 0.78113 0.35004 0.60440 -0.1 0.3 0.1
H 6.59127 -1.98389 3.63964 0.0 0.0 0.0
H 5.50774 -2.92552 4.66437 0.0 0.0 0.0
H 6.12545 -1.38849 5.23747 0.0 0.0 0.0
H 5.37690 -1.13450 1.77360 0.0 0.0 0.0
H 3.39512 -0.02843 0.79297 0.0 0.0 0.1
H 1.48698 -0.08969 4.64995 0.1 0.0 0.0
H 3.49269 -1.17032 5.61194 0.0 0.0 0.0
H 2.46217 2.45454 1.21237 0.0 0.1 0.0
H 1.85976 2.87249 2.85125 0.0 0.0 0.0
H 0.80738 3.13879 1.42783 0.1 -0.1 0.1

# 4
83
Properties=species:S:1:pos:R:3:forces:R:3 method="wB97M-V/def2-TZVPD" gap_ev=1.996 multiplicity=1 homo_energy_ev=-4.4 lumo_energy_ev=-2.36
O -1.67327 -2.46705 -0.24837 0.4 -7.9 -5.5
C -1.42552 -3.51479 -1.04067 3.4 6.5 3.3
O -2.40377 -4.56890 -1.40886 1.4 1.5 0.9
N -3.62153 -4.15326 -1.05803 -5.3 0.3 3.2
C -4.43109 -4.13809 0.20198 -0.9 1.6 -3.0
N -4.03657 -4.65258 1.40609 -2.3 1.4 -1.0
I -2.29082 -5.63496 1.85975 0.1 0.0 -0.1
N -5.75868 -3.45077 -0.10856 3.5 -0.7 -4.1
C -5.74593 -3.08198 -1.57840 4.5 -3.3 5.4
N -4.38913 -3.57446 -2.05642 -3.8 1.5 -0.2
P -4.09331 -3.29699 -3.79502 2.2 0.2 -1.8
O -2.76701 -4.25587 -4.41056 -2.9 -0.8 2.8
I -6.10720 -4.30947 -4.89378 0.2 -0.3 0.3
C 0.10693 -3.72014 -1.67603 2.0 -2.0 -0.4
C 0.81182 -5.18994 -1.31375 0.5 4.9 -1.4
C 2.32458 -5.50364 -1.87058 -1.4 4.0 -1.5
C 3.06662 -4.32930 -2.75039 -2.8 -2.1 0.9
C 2.37855 -2.87144 -3.14943 -2.8 -2.2 2.1
C 0.83667 -2.55787 -2.60038 1.5 -3.3 0.7
H -4.74234 -4.56622 2.19937 1.3 0.0 -1.7
H -6.61230 -2.52765 -2.14851 2.3 -1.3 1.1
H -2.89606 -5.18591 -4.02348 0.6 1.6 -1.0
H 0.23211 -5.99945 -0.66090 1.4 4.1 -0.2
H 2.79074 -6.54833 -1.59200 -0.2 2.8 -0.4
H 4.15683 -4.56451 -3.13460 -2.9 0.2 0.5
H 2.99106 -2.12289 -3.80799 -2.2 -1.9 0.7
H 0.28729 -1.54348 -2.82520 1.4 -2.2 0.8
N 4.87506 -7.57026 -0.62198 0.9 -0.5 -0.2
C 5.88817 -7.32442 0.23740 -0.8 -0.1 -0.4
C 7.20225 -7.69882 0.00684 0.0 -0.2 -0.3
C 7.49766 -8.37011 -1.17494 0.0 0.0 0.0
C 6.47536 -8.63952 -2.07906 0.1 0.1 0.1
C 5.19286 -8.22199 -1.76159 -0.2 0.5 0.8
H 5.60659 -6.80115 1.14656 0.1 0.0 -0.1
H 7.97645 -7.47293 0.73129 -0.1 0.0 -0.1
H 8.51603 -8.68059 -1.38985 -0.1 0.0 0.0
H 6.67279 -9.16131 -3.00859 0.0 0.1 0.1
H 4.36150 -8.40548 -2.43647 0.1 0.0 -0.1
Cl 4.28770 -2.50519 -2.12515 1.8 1.6 2.0
C -1.88505 0.48057 0.41491 -0.9 -0.4 0.5
C -0.37677 0.77568 0.36384 -0.7 1.5 0.3
C -0.03323 1.84973 1.40921 -0.1 -0.1 1.1
O -0.10019 1.26892 -0.83074 0.7 -0.4 -1.6
H -2.49484 1.36978 0.20756 0.3 0.0 0.0
H -2.16707 -0.29570 -0.30784 0.2 0.3 0.1
H -2.16830 0.11713 1.40999 -0.1 -0.1 0.2
H 0.12058 -0.14385 0.70370 0.4 -0.6 -0.2
H -0.57367 2.79036 1.23903 0.0 -0.2 -0.3
H 1.04058 2.07594 1.41445 -0.2 -0.1 -0.2
H -0.29732 1.50050 2.41459 0.1 0.0 0.0
C -0.49782 4.10095 6.41086 -0.2 0.5 1.1
C -0.45961 4.43698 4.95920 0.5 0.4 -0.6
O -0.14768 3.20748 4.34445 -0.7 -0.2 0.8
C -0.66204 2.25611 5.17330 -0.3 -3.3 -0.9
O -0.83555 1.09167 4.85419 0.4 2.9 1.0
O -0.96748 2.76779 6.40471 0.0 -0.4 -0.7
F 0.53652 5.31123 4.69261 0.1 0.3 0.0
H 0.49129 4.13509 6.87978 0.0 0.1 -0.3
H -1.17419 4.75231 6.97089 0.0 -0.3 0.0
H -1.40642 4.81771 4.56155 0.2 0.1 -0.1
C -0.39914 8.51891 -2.21536 -0.1 0.0 0.0
C 0.10185 7.80279 -0.96380 -0.2 0.0 0.0
N -0.79458 7.92819 0.18781 0.0 0.2 0.4
C -0.18214 7.50313 1.44946 0.2 0.2 -0.1
C 0.20554 6.03403 1.58493 0.1 -0.2 0.2
C -2.17708 7.48990 -0.01235 0.0 0.2 -0.3
C -2.40688 6.04937 -0.45870 -0.2 -0.3 0.0
H -0.61314 9.57301 -2.00983 0.0 -0.1 0.0
H 0.36626 8.47920 -2.99784 -0.1 0.0 0.1
H -1.30101 8.05068 -2.61996 0.1 0.1 0.0
H 1.07099 8.25035 -0.71021 -0.2 -0.1 0.3
H 0.29893 6.75138 -1.21074 0.1 0.0 -0.1
H -0.84223 7.77191 2.28374 -0.1 0.0 -0.2
H 0.72295 8.10493 1.60778 -0.1 0.0 -0.2
H -0.67044 5.39657 1.72799 0.1 0.0 -0.1
H 0.84074 5.90073 2.46687 -0.1 0.0 -0.2
H 0.76939 5.66853 0.72176 -0.1 0.0 0.1
H -2.64149 8.15072 -0.75443 0.2 0.0 0.0
H -2.75569 7.67089 0.90374 0.3 0.0 0.0
H -1.73747 5.74758 -1.26791 0.0 0.0 0.1
H -3.43228 5.94021 -0.82904 0.1 0.0 0.0
H -2.29364 5.34710 0.36946 0.1 0.0 -0.2
Cs 0.38770 -7.61471 -1.98338 -0.5 -4.1 -2.1

no.,largest force on an atom (eV/A),energy (eV)
1,8.5,-32665.082
2,1.0,-231477.432
3,0.4,-53755.244
4,9.6,-92105.541